{"formula": "C17H31BBrIN2", "method": "the ωB97M-V functional and the def2-TZVPD basis", "max_force_ev_per_a": 6.0, "lumo_ha": -0.0289, "charge": 0, "species": ["I", "Br", "N", "N", "C", "C", "C", "C", "C", "C", "C", "C", "C", "C", "C", "C", "C", "C", "C", "C", "C", "B", "H", "H", "H", "H", "H", "H", "H", "H", "H", "H", "H", "H", "H", "H", "H", "H", "H", "H", "H", "H", "H", "H", "H", "H", "H", "H", "H", "H", "H", "H", "H"], "coordinates": [[5.435, -1.638, -4.234], [1.260, -0.961, -4.573], [-2.307, 1.079, 1.424], [5.152, -2.249, 0.754], [3.578, -4.254, 0.492], [-1.661, -1.020, 0.125], [2.250, 1.173, -1.533], [3.198, -4.021, -1.003], [4.510, -3.373, 1.332], [-2.451, -0.538, -1.079], [-3.604, 3.949, 2.315], [4.833, -1.996, -0.601], [-2.480, 3.175, 2.990], [-3.199, 0.371, 2.419], [-3.082, 1.540, 0.190], [2.485, -1.047, -3.007], [-1.617, 2.282, 2.098], [-3.584, 0.378, -0.653], [3.911, -2.741, -1.587], [3.116, 0.389, -2.670], [-1.171, 0.137, 0.982], [3.626, -2.259, -3.137], [-3.576, -0.552, 1.983], [-1.784, -0.002, -1.764], [-0.458, 0.746, 0.419], [-4.084, 0.773, -1.542], [-3.930, 2.135, 0.520], [-4.041, 1.019, 2.661], [-1.139, 2.863, 1.306], [5.350, -1.068, -1.049], [-1.802, 3.914, 3.432], [-2.408, 2.171, -0.396], [3.082, -3.159, -3.710], [-3.948, 4.751, 2.972], [-2.880, 2.611, 3.837], [-2.270, -1.710, 0.717], [1.123, 1.080, -1.705], [-0.824, 1.860, 2.723], [-2.851, -1.393, -1.630], [4.699, -3.611, 2.433], [2.502, 2.296, -1.585], [-0.799, -1.598, -0.218], [-4.342, -0.193, -0.106], [3.092, 1.074, -3.596], [-4.472, 3.316, 2.122], [-2.609, 0.149, 3.309], [2.505, 0.786, -0.490], [-0.682, -0.233, 1.887], [1.847, -1.341, -2.089], [4.188, 0.363, -2.285], [-3.272, 4.404, 1.378], [2.498, -4.681, -1.603], [3.087, -5.148, 1.024]], "forces_ev_per_angstrom": [[0.45, 0.12, -0.28], [0.18, 0.20, 0.54], [0.39, 0.13, 0.12], [-2.63, -2.21, -1.77], [0.00, 0.99, -0.95], [-0.13, -0.14, -0.02], [0.39, 0.30, -0.43], [3.71, 3.65, 3.04], [-1.24, -0.08, -3.65], [0.07, -0.05, -0.26], [-0.18, 0.09, 0.06], [-0.95, -1.10, -0.24], [-0.10, 0.08, -0.03], [0.21, 0.27, -0.45], [-0.18, -0.26, 0.01], [1.10, 0.70, 1.90], [-0.14, -0.17, 0.30], [0.01, -0.20, -0.01], [0.32, -2.08, 3.68], [-1.40, 1.21, 0.22], [-0.16, -0.10, -0.12], [-1.54, -0.07, 1.13], [0.12, 0.12, 0.02], [-0.01, -0.06, 0.01], [-0.11, 0.04, 0.10], [0.02, 0.16, 0.19], [0.21, 0.08, 0.15], [0.13, -0.04, 0.01], [-0.14, -0.17, -0.03], [-0.74, -1.68, 0.87], [0.15, -0.26, -0.11], [0.03, -0.10, 0.18], [0.23, -0.29, -0.19], [0.06, -0.08, -0.09], [0.12, -0.01, -0.05], [0.07, 0.03, 0.02], [1.41, -0.02, 0.09], [-0.10, -0.09, -0.20], [0.10, 0.10, 0.03], [-0.23, 0.39, -1.84], [-0.35, -1.63, 0.26], [0.07, 0.15, 0.18], [0.00, 0.08, 0.00], [0.22, -1.27, 1.30], [-0.01, 0.09, -0.10], [-0.07, 0.05, -0.10], [-0.34, 0.43, -1.30], [-0.09, 0.21, -0.03], [0.58, 0.45, -1.64], [-1.41, -0.34, -0.69], [-0.08, -0.03, 0.04], [1.09, 0.94, 0.94], [0.89, 1.44, -0.82]]}